DFT (ωB97M-V/def2-TZVPD) results for a 12-piece molecular cluster, C79H175N9O12 overall.

```
275
Properties=species:S:1:pos:R:3:forces:R:3:lowdin_charge:R:1
H 4.0554 -1.3163 1.2316 0.0 -0.1 0.1 0.070
O -1.5852 -2.7840 -3.5725 -0.6 -0.3 -0.1 -0.136
O 2.2262 4.3458 -2.2371 0.1 0.3 -0.5 -0.191
H 6.7772 0.6368 3.8446 0.2 -0.5 0.2 0.122
H -7.8840 5.4974 -2.6844 -0.2 0.3 0.1 0.063
H 6.3415 3.0409 3.2246 0.2 -0.4 -0.2 0.122
H 2.5140 1.2854 -10.0411 -0.1 -0.5 0.0 0.077
H 4.2373 -1.8266 2.9217 0.2 -0.1 0.0 0.079
H -3.1001 3.5708 4.8581 0.1 0.1 0.2 0.114
N -5.2893 5.1225 -3.7243 0.5 -0.5 -0.8 -0.107
C -1.9265 -1.4819 -0.2860 -0.5 0.8 0.0 0.003
H -3.1601 3.7011 -3.8019 0.2 0.3 0.0 0.093
C -1.5450 0.7362 -2.9043 0.3 0.1 0.5 -0.010
C 1.5081 -1.5394 -7.2541 1.4 -0.3 0.5 -0.492
C -1.8843 4.9804 3.8224 -0.7 0.3 -0.4 -0.495
C -0.6135 2.0460 -0.8869 0.1 0.2 0.4 -0.121
H 3.0712 -1.0131 -9.6625 0.0 0.0 0.1 0.109
C 3.4631 2.2168 1.4416 0.4 1.1 -0.6 -0.003
H 2.2410 -2.6418 4.0676 -0.1 0.5 0.1 0.058
H -0.3321 1.1350 7.3431 0.1 -0.2 0.0 0.090
H 2.1049 -7.5258 -1.4321 0.1 0.0 0.0 0.088
C 2.2502 -2.0710 6.7209 1.2 0.6 -0.2 -0.136
C -1.2579 5.6252 5.0507 0.3 0.1 0.4 -0.035
H -1.2255 4.8702 5.8397 0.4 -0.1 -0.1 0.084
H -3.0626 3.1303 -2.1313 -0.3 -0.1 0.1 0.057
C -1.4467 1.5922 0.3084 1.1 -0.1 -0.4 -0.156
H -2.8752 4.8471 -2.3930 0.4 0.0 -0.6 0.071
H 5.2864 4.2789 0.9109 -0.3 -0.1 0.0 0.082
H -5.1346 -3.9340 2.3280 -0.1 -0.1 -0.1 0.086
O -4.4941 -0.5261 3.3745 0.7 -0.1 0.3 -0.101
H 5.5425 -0.4983 4.4933 0.1 -0.1 -0.1 0.110
H -5.5405 5.5840 -6.3193 0.0 -0.7 0.3 0.089
H 1.9869 -0.5976 -5.2958 0.0 0.1 -0.2 0.055
H -8.1738 3.7417 -4.7727 0.1 0.5 -0.2 0.117
C 1.4082 0.8225 -8.1983 1.0 1.0 -1.1 -0.504
N -2.9154 -6.4929 1.9778 -0.7 -1.1 1.6 -0.118
H 2.9355 1.7022 2.2388 -0.2 -0.2 -0.3 0.051
C 2.5602 5.2445 -1.2072 0.5 0.3 0.0 -0.199
H 5.2939 -8.3484 -0.8165 0.0 0.1 0.1 0.109
H -1.2691 0.0013 1.7786 -0.2 -0.2 -0.2 0.088
H 5.3659 1.7997 5.1519 -0.4 0.6 0.0 0.118
H 3.4119 -1.2621 -6.1146 -0.1 0.2 -0.4 0.089
C -3.2246 7.2092 1.0059 0.0 0.3 -0.5 -0.027
O -0.8366 6.6554 2.4812 0.3 -0.2 -0.4 -0.031
H 6.6855 -1.9341 2.7856 0.3 0.3 0.4 0.086
O 4.5821 -7.7914 -1.1506 0.0 0.1 -0.5 -0.023
H -4.2235 1.5112 3.5703 0.2 -0.1 0.2 0.066
C 1.0349 0.4712 4.1704 0.1 0.1 0.3 -0.014
C 2.0972 0.3723 6.4166 1.0 -1.7 0.3 -0.135
H 0.2468 0.6073 1.3509 0.1 0.6 -0.5 0.112
C -2.8330 -2.4944 -4.2040 -0.2 0.3 -0.4 -0.129
H 4.4221 -1.9701 -1.3281 0.3 0.5 -0.6 0.072
H -4.0310 -6.5107 4.6691 0.1 -0.1 -0.1 0.118
H -2.6468 -0.7735 -0.7101 0.3 0.1 -0.2 0.062
H -2.4125 7.5964 0.3877 0.2 0.0 0.2 0.079
H -2.8896 4.9246 -0.4036 0.0 0.2 0.3 0.055
H 3.1664 4.7131 -0.4614 -0.2 0.0 0.3 0.100
O -3.2026 -6.6969 0.6263 0.2 0.5 -0.8 -0.005
H 0.3667 2.3792 -0.5344 0.0 0.0 0.0 0.118
H 1.0146 -7.5126 -0.0629 0.3 0.1 -0.1 0.047
H -4.3375 -4.7788 4.5296 -0.3 -0.2 0.0 0.120
C -5.3515 4.6575 -1.2644 -0.5 0.9 0.4 -0.037
H 1.9681 0.3743 7.5026 -0.5 0.5 0.0 0.119
H -4.0011 0.8522 1.9921 0.1 -0.1 -0.1 0.082
C 1.5065 1.3801 -9.6294 0.5 1.0 -0.3 -0.047
H -1.8087 1.6365 -3.4580 0.0 0.1 0.1 0.076
H -2.4585 -1.7370 0.6353 0.5 -0.5 0.2 0.078
H 4.0535 3.3787 -2.1541 0.1 0.1 0.1 0.081
H 1.1022 0.8475 -3.5691 -0.4 -0.1 0.0 0.074
C -1.5255 -6.2485 2.2510 2.4 1.5 -0.6 -0.486
H -4.7583 4.8230 1.2603 -0.1 0.6 -0.1 0.087
C 4.4545 -4.4483 0.5145 -1.7 1.0 -0.5 -0.128
C -2.3467 4.9000 0.5438 0.4 -1.0 -0.5 -0.009
H -1.4733 2.3443 1.0986 -0.1 -0.1 -0.5 0.056
H 2.0266 1.4295 -6.2441 0.2 0.4 0.2 0.060
H -1.0998 1.2724 5.7547 -0.1 0.2 0.1 0.068
C 1.8097 -2.9284 -7.8475 0.5 -0.2 0.1 -0.043
N 0.2042 -1.1231 5.8869 0.4 0.2 1.5 -0.113
H -1.4979 0.0590 -6.3822 -0.1 -0.1 -0.1 0.109
H 2.8813 -3.1086 -7.9657 0.1 0.4 0.0 0.079
C -7.7012 5.9653 -3.6497 0.8 -0.3 -0.2 -0.023
C -3.7851 0.6552 3.0454 -1.0 0.9 -0.7 -0.166
H 5.4943 3.0128 -0.2985 0.0 -0.1 0.0 0.066
H 6.7838 -5.6561 0.2507 -0.3 0.0 0.1 0.084
C -7.0394 2.9042 -3.2425 0.9 0.0 0.1 -0.182
C -3.9887 -5.7155 2.6247 -0.1 0.4 0.0 -0.496
H 1.4433 -1.3412 0.6574 -0.1 0.3 0.1 0.078
C 4.1417 -5.0884 -1.9568 0.0 -0.3 0.3 -0.014
H 4.0139 -8.5227 1.6726 -0.1 0.2 0.3 0.091
H 2.2426 -8.5261 1.8527 0.0 0.2 0.0 0.074
H -5.0108 5.6407 -0.9165 0.6 -0.3 -0.2 0.064
H 3.2181 6.0590 -1.5451 -0.2 0.1 -0.3 0.138
H -0.7042 -3.6619 6.1015 -0.1 0.1 0.1 0.049
H -1.0686 2.8992 -1.3943 0.0 0.1 0.0 0.105
N 1.8975 -0.5511 -8.2643 -2.6 -0.4 -0.3 -0.129
C -0.6967 -7.4591 1.7560 -1.1 0.1 -0.1 -0.026
H -6.4318 4.8204 -1.1956 -0.1 -0.5 -0.3 0.081
H 3.9134 -0.7067 6.8519 0.2 -0.1 -0.2 0.116
C 0.4265 -1.7429 0.6192 0.5 -0.8 -0.1 -0.022
H -7.2943 5.4678 -6.4158 -0.1 0.0 0.1 0.085
H -1.8991 -2.3187 -0.9813 0.2 -0.2 0.2 0.076
H 2.9766 2.8848 -3.4208 -0.2 0.0 0.1 0.069
H -1.2204 0.0054 -3.6470 -0.3 -0.2 0.0 0.065
C 3.0619 -7.0327 0.4638 -0.8 0.4 0.3 -0.510
C -0.5518 -0.7886 -0.0555 -0.6 -0.8 -0.1 -0.477
H -0.9205 7.5185 2.9037 -0.1 -0.1 -0.1 0.117
H 3.2685 -1.8548 -2.7620 0.4 0.6 -0.2 0.079
H 4.2217 -5.9254 -2.6515 -0.1 -0.1 0.2 0.083
C 5.3309 2.6488 3.1094 -1.2 0.7 1.1 -0.131
N 5.6682 0.9678 1.4081 0.8 -0.1 0.7 -0.091
C 4.7604 -5.4663 -0.5950 0.7 -0.3 0.1 -0.495
O 3.1885 -0.7090 -8.7550 0.5 0.3 0.4 -0.007
C -3.2726 4.4802 4.2736 -0.5 -0.7 -0.4 -0.127
C 0.1516 -3.3730 6.7106 -1.0 -0.2 0.3 -0.034
C 0.3307 6.3517 -1.6948 0.3 0.0 -1.2 -0.055
C -1.0751 3.7798 3.3410 0.8 -0.1 0.6 -0.012
C 2.8824 -5.9890 1.5937 0.5 0.0 -0.4 -0.130
C -4.9060 4.2155 -2.6581 0.1 -1.5 0.6 -0.485
C 0.7670 0.2056 5.6647 0.3 0.6 0.3 -0.492
H 1.6859 1.3384 4.0426 -0.2 0.2 0.0 0.072
C 2.2148 1.7552 -7.2670 0.0 0.3 0.0 -0.022
C -0.3595 0.9685 -1.9479 0.0 -0.3 -0.1 -0.473
H -3.8488 3.1964 2.6314 0.0 0.3 -0.4 0.070
C 4.9789 2.2670 1.6781 1.2 -1.1 -0.2 -0.497
H 0.1179 0.6570 3.6100 0.0 -0.1 0.0 0.062
H 2.2359 -2.3160 -5.3919 0.0 0.0 0.1 0.080
H -7.6815 3.3257 -2.4650 0.2 0.2 0.1 0.101
C 5.7325 0.3099 3.7857 0.6 0.4 -0.9 -0.144
C -0.4381 -0.0154 -6.6296 0.6 0.8 -0.6 -0.177
C 3.0402 -4.5474 1.1277 0.4 -1.2 -0.4 -0.164
C -5.5530 2.8153 -2.8177 -1.8 0.0 -0.8 -0.131
H -2.0645 -4.1839 4.3540 0.0 0.0 -0.2 0.096
O 3.1035 -0.4241 -1.1831 0.1 0.2 -0.1 -0.131
C -0.0794 0.8866 -7.8243 -0.1 -1.3 0.5 -0.123
H 6.6799 -6.1709 -1.4091 -0.3 0.0 -0.1 0.081
H 3.2901 1.8620 -7.4320 0.1 -0.9 -0.2 0.086
C 4.9912 1.5723 4.1519 0.1 -0.2 -0.6 -0.177
C 1.2590 5.7675 -0.6428 -1.1 -0.1 0.5 -0.448
C 1.3132 -2.9653 4.5466 0.1 -0.4 -0.2 -0.016
H 4.5691 0.3892 0.0130 0.1 -0.3 -0.9 0.044
C 6.2846 -5.4413 -0.6946 0.7 -0.3 -0.7 -0.043
H 0.1140 -1.9868 1.6378 -0.1 0.1 0.0 0.073
H 1.6955 1.7401 -2.2430 -0.3 0.1 0.5 0.066
H 6.6870 -1.6856 1.1365 -0.4 0.5 -0.3 0.076
H 0.4883 -2.8085 3.8463 0.0 0.0 0.0 0.063
H 0.4106 2.4447 -3.2545 0.2 0.1 0.0 0.101
H 1.5295 -3.7528 -7.1877 -0.6 0.2 0.0 0.083
H 0.6038 6.7433 1.0117 0.0 0.0 0.1 0.032
H 0.5922 -4.3152 7.0431 0.7 0.2 -0.4 0.092
H -3.2231 -1.5506 -3.8297 0.2 0.1 0.1 0.072
H -0.2674 6.0373 4.8559 0.1 -0.3 0.0 0.081
H 1.9385 -6.1866 2.1062 0.1 0.1 0.0 0.094
H 3.7255 -6.1325 2.2783 -0.2 -0.3 0.3 0.127
H -4.0937 7.1858 0.3412 0.0 -0.3 0.0 0.070
H -2.6974 0.6991 3.1380 0.0 -0.6 0.5 0.059
C 3.0311 -0.8524 6.2285 -1.0 0.7 -0.3 -0.170
H -0.7174 -4.9545 0.5597 -0.3 -0.4 -0.1 0.079
H -0.2296 -2.9095 7.6227 -0.1 0.2 -0.1 0.093
H 5.1972 -4.4235 1.3093 0.2 -0.2 -0.1 0.119
C -3.3808 3.9562 -2.7688 -0.7 0.7 0.8 -0.024
H 2.1396 -0.3234 -1.1477 -0.2 0.0 -0.1 0.040
H -6.6858 3.1730 -5.3585 0.6 0.2 0.2 0.124
H 1.3731 -3.0483 -8.8400 -0.3 0.0 0.1 0.085
H -6.4554 6.8671 -5.7416 -0.3 0.0 0.2 0.079
H 2.2946 -4.3164 0.3627 -0.1 0.3 0.2 0.084
H 3.0845 -4.8669 -1.8126 0.0 0.3 -0.3 0.067
C -3.7250 -5.6006 4.1535 0.8 0.6 -0.7 -0.114
H -1.0590 -1.3156 4.4767 -0.3 -0.1 0.1 0.089
H 0.5558 -2.6991 0.1039 -0.4 0.1 -0.1 0.072
H 3.9059 1.4403 4.1792 0.1 -0.1 0.2 0.075
H -0.7426 -7.5058 0.6672 -0.1 -0.1 0.1 0.068
H -4.4662 -0.6082 4.3340 0.0 -0.2 -0.1 0.080
H -1.8362 6.4380 5.4966 -0.3 0.0 -0.5 0.088
H -0.0114 -4.5685 2.0652 0.0 -0.5 0.3 0.060
H -0.6372 6.6875 -1.3222 0.0 -0.3 0.3 0.060
H 2.6306 1.2774 6.1290 -0.3 0.2 -0.1 0.108
H -0.1700 4.1032 2.8209 -0.1 0.0 -0.3 0.098
C -2.9321 5.8264 1.6001 0.3 0.4 0.4 -0.480
H -0.2539 -5.9035 4.0201 0.1 0.1 -0.4 0.112
H -2.3939 0.4044 -2.3077 -0.2 -0.1 -0.4 0.069
H -7.4279 1.8908 -3.3656 0.0 0.0 -0.3 0.112
O 0.4845 -1.2905 -2.2031 -1.2 0.1 0.1 -0.009
H -4.9485 6.1179 2.4144 0.2 0.0 0.6 0.123
H 1.3847 2.4686 -9.6688 -0.3 0.0 0.4 0.083
H -1.6546 3.0963 2.7242 0.0 0.2 0.0 0.045
H 0.3467 2.2468 6.1479 -0.1 0.1 0.0 0.081
H -2.3121 3.8483 0.8446 -0.7 0.4 0.2 0.048
H 4.6911 3.5099 3.3449 0.1 0.1 -0.1 0.122
H -5.2172 3.9647 3.4299 0.1 -0.4 0.3 0.117
C -6.4679 5.7733 -5.7728 0.6 0.9 -0.7 -0.043
H 2.0202 -1.8140 7.7581 -0.3 -0.5 0.1 0.124
H -1.6204 -4.0722 1.7420 -0.2 -0.2 0.1 0.050
N 4.3750 -6.8176 -0.1493 0.1 0.1 1.1 -0.096
H -5.0982 3.8959 -0.5277 0.2 0.2 0.0 0.081
C -0.9510 -4.9250 1.6289 0.0 0.4 -0.5 -0.013
C -4.1881 4.1206 3.0992 0.0 1.3 0.5 -0.170
C -0.7269 0.3825 0.9072 -0.8 -0.4 0.2 -0.132
H 6.7410 3.3543 0.8886 0.0 -0.5 0.2 0.089
H 1.4454 -4.0495 4.6150 -0.2 0.0 0.2 0.082
C -0.1427 1.2808 6.2816 -0.3 -0.2 -0.8 -0.030
H -0.3393 1.9161 -7.5837 -0.1 0.1 -0.4 0.125
H -1.4781 -7.1505 4.1310 0.2 0.0 0.2 0.125
H 7.7320 -0.6611 2.0404 -0.2 0.4 0.4 0.090
C -6.5796 5.1664 -4.3816 -1.1 -0.4 0.0 -0.513
H 0.7681 0.9849 -10.3274 0.1 -0.4 0.1 0.081
C 6.7402 -1.1068 2.0677 -0.1 -1.8 -0.7 -0.041
H -4.2057 -4.3247 0.9147 0.5 0.0 0.0 0.086
H 3.0883 3.2429 1.3531 0.0 0.1 0.5 0.077
C -4.1600 -4.3174 2.0009 -1.0 0.2 1.0 -0.033
C 1.8710 -7.0014 -0.5049 -0.2 0.0 -0.2 -0.017
C 3.0618 -8.3860 1.1486 0.9 -1.0 -0.1 -0.043
C 5.5606 -0.1928 2.3221 0.0 0.8 0.9 -0.498
H 0.7522 7.2230 -2.2060 0.3 0.1 0.3 0.084
H -2.4465 1.4492 -0.1094 -0.2 -0.5 0.7 0.112
H 0.7456 4.8879 -0.2185 0.1 -0.2 -0.2 0.112
H -2.1229 -5.4442 5.5577 0.0 0.2 0.0 0.109
C 3.3261 3.7626 -2.8761 0.4 -1.2 -0.2 -0.106
H -1.2873 5.0380 0.3046 -0.1 0.7 0.1 0.073
H 1.9299 2.7983 -7.4351 -0.7 -0.1 0.4 0.081
H -7.4134 7.0147 -3.5740 -0.1 0.0 0.3 0.079
H -5.5882 2.2193 -1.9051 0.8 0.3 0.2 0.116
H 2.9384 -2.9191 6.6899 -0.4 -0.3 0.1 0.129
H -3.4941 7.9397 1.7701 0.3 -0.1 0.2 0.090
C 0.7708 1.5314 -2.7785 0.7 -0.4 -0.9 -0.041
C 0.9894 -2.3594 5.9317 0.0 -0.4 -0.1 -0.499
H 6.6465 -4.4772 -1.0593 -0.2 0.1 0.1 0.086
N 0.0503 -0.3005 -1.2952 1.4 1.4 0.6 -0.101
O -4.6875 6.3891 -3.5783 -0.5 -0.1 0.4 0.011
H 3.8687 4.3277 -3.6413 -0.2 0.8 0.3 0.093
H 4.4483 -3.4880 -0.0118 0.6 0.0 0.3 0.081
H -3.8204 5.1604 4.9281 0.4 0.4 -0.1 0.122
H -0.7051 3.2115 4.2006 -0.2 -0.1 0.0 0.064
H -3.4859 -3.5857 2.4450 0.4 0.0 -0.5 0.060
H 3.2690 1.8716 0.4209 -0.2 -0.7 0.3 0.081
H 0.1881 5.6273 -2.5020 -0.3 -0.1 0.2 0.073
C 5.6642 3.2640 0.7477 -0.3 0.7 -0.4 -0.037
C 0.0147 -1.4386 -6.8882 0.2 -0.2 0.4 -0.132
H -0.3382 -1.5791 -2.6472 0.4 -0.4 -0.1 0.059
H -5.1408 6.7849 -2.8146 0.2 0.2 -0.1 0.092
H -0.5374 -2.0140 -7.6351 -0.4 0.5 -0.2 0.120
H 2.2251 6.5068 0.9905 -0.1 0.1 0.1 0.069
H -5.7147 -6.4623 1.4801 0.0 0.2 0.0 0.080
O -1.1177 -1.2855 5.4499 0.4 0.2 -0.8 -0.004
C 3.4325 -1.6928 -1.6949 -0.5 -1.3 0.9 -0.157
O 5.5325 0.5331 0.0677 -0.9 0.3 0.7 -0.018
H 1.5311 -5.9929 -0.7494 0.1 0.0 0.0 0.068
C -7.1081 3.7259 -4.5145 -1.1 -0.7 -0.2 -0.152
H 1.5851 -0.3779 3.7621 -0.2 0.0 -0.2 0.064
H -0.1566 -1.9575 -5.9384 0.3 -0.4 -0.1 0.106
H -6.0439 -6.2176 3.2273 0.0 0.5 -0.2 0.085
H 0.1056 0.4092 -5.7799 -0.1 -0.3 0.3 0.084
H 2.9272 -3.9142 2.0069 0.0 0.4 -0.2 0.093
H 0.3511 -7.4811 2.0490 -0.2 0.3 0.2 0.053
H -0.6426 0.4881 -8.6710 -0.1 0.4 -0.2 0.117
H 3.3039 -0.9172 5.1723 0.3 -0.2 0.1 0.080
H -5.0647 2.2249 -3.5966 0.3 0.1 0.0 0.118
H 4.6774 -4.2719 -2.4413 -0.2 0.3 0.3 0.082
H -3.6076 -3.2449 -4.0312 0.2 -0.2 0.2 0.083
C 2.3394 -1.3860 -5.9622 0.0 -0.6 0.5 -0.027
H -3.2928 -7.6475 0.4925 0.0 0.0 0.3 0.110
H 3.3814 -0.3525 2.5194 0.1 0.1 0.1 0.057
C -1.2851 -6.1353 3.7565 -1.1 -1.2 0.3 -0.144
H 2.8250 -2.4975 -1.2505 -0.3 0.3 0.1 0.058
H -5.0814 -7.5431 2.7175 0.0 0.0 -0.1 0.087
C 4.2454 -0.9652 2.2511 -0.4 0.0 -0.6 -0.021
N 1.4226 6.7526 0.4174 1.0 0.1 0.0 0.054
H 3.0437 -9.2228 0.4453 -0.3 0.2 -0.2 0.085
C -4.2833 5.3086 2.1226 0.3 -1.8 -1.1 -0.115
H -8.5972 5.9195 -4.2661 -0.1 0.0 0.1 0.085
H -1.2054 -8.3286 2.1791 0.2 -0.2 -0.1 0.093
C -5.2948 -6.4941 2.4848 0.1 -0.9 0.0 -0.049
H -2.6904 -2.4092 -5.2848 0.0 0.1 0.0 0.074
H -1.4045 -3.7016 -3.8032 0.4 0.1 0.2 0.096
N -2.0380 5.9909 2.7573 -1.5 0.6 1.3 -0.102
C -2.2647 -5.2500 4.4908 -0.3 -0.1 0.4 -0.184
```
Positions in Å, forces in eV/Å.

The SMILES is CC1(C)CCCC(C)(C)N1O.CC1(C)CCCC(C)(C)N1O.CC1(C)CCCC(C)(C)N1O.CC1(C)CCCC(C)(C)N1O.CC1(C)CCCC(C)(C)N1O.CC1(C)CCCC(C)(C)N1O.CC1(C)CCCC(C)(C)N1O.CC1(C)CCCC(C)(C)N1O.COC[C@H](C)N.CO.CO.CO. As for the total charge: 0. The calculation puts the frontier orbital gap at 8.251 eV. The total energy comes out at -4510.29268 hartree. The largest force on an atom comes out at 2.9 eV/A.